(1)
Below is the molecule C19H16ClF6N3O at a distorted geometry, with properties calculated with ωB97M-V/def2-TZVPD.

Last column: natural (NBO) charge in e.
Atoms and positions in Å:
H -0.60 2.38 -3.30  0.21
H -1.44 -1.80 4.12  0.19
C 1.49 1.85 -3.09  -0.25
F 3.12 3.55 -2.91  -0.32
H -0.61 0.20 5.47  0.21
N -0.39 0.49 -2.61  -0.49
C -0.75 0.76 2.15  -0.21
C -1.02 -2.61 0.49  0.27
H 3.40 0.99 -2.62  0.24
H -0.42 -3.68 -2.11  0.19
N -0.29 -1.64 -1.87  -0.41
C -2.16 -2.46 -0.49  -0.50
H -2.88 -0.79 3.84  0.21
Cl 2.93 -1.47 -1.51  0.00
F -0.66 2.45 -0.09  -0.32
C -1.72 -1.55 -1.65  -0.20
H -2.43 -3.45 -0.86  0.22
O -2.16 -1.65 2.20  -0.40
C 0.39 -0.53 -2.21  0.40
H -1.20 0.38 1.24  0.23
H -3.03 -2.04 0.02  0.25
C 0.22 -3.22 -0.09  -0.46
C 0.09 1.86 2.08  -0.14
H 1.23 -3.07 -2.01  0.24
C 0.40 2.45 0.74  0.98
C 2.33 0.84 -2.64  -0.13
C 0.12 1.63 -3.02  0.12
C 0.68 2.38 3.23  -0.18
H -1.95 -0.50 -1.42  0.24
H 1.33 3.23 3.17  0.23
C 1.80 -0.35 -2.18  -0.12
F 0.83 3.72 0.80  -0.32
C -1.00 0.15 3.36  0.05
C -1.89 -1.06 3.45  -0.10
C 2.06 3.13 -3.61  0.98
H 1.10 -2.78 0.39  0.24
C 0.23 -2.96 -1.60  -0.22
H 0.24 -4.29 0.11  0.23
F 1.36 1.75 0.10  -0.33
H -2.26 -1.82 -2.56  0.20
N -1.00 -2.24 1.69  -0.15
F 2.49 3.01 -4.89  -0.33
F 1.18 4.14 -3.62  -0.32
C 0.41 1.78 4.45  -0.20
C -0.42 0.67 4.51  -0.21
H 0.86 2.17 5.35  0.22

As for the orbital gap: 8.93 eV. Its charge is 0. The calculated total energy is -55307.7169 eV. Its energy above the lowest of the compared OMol25 structures with the same formula, charge and spin is 4.5 kcal/mol.


(2)
Below is a structure of composition C19H16F3InO3 at a distorted geometry, with properties calculated with ωB97M-V/def2-TZVPD.

Last column: natural (NBO) charge in e.
Atoms and positions in Å:
C -3.04 -4.90 -0.24  -0.19
H -1.10 2.96 2.58  0.50
C 1.95 -1.29 -0.93  -0.29
O -2.90 2.83 1.96  -0.37
H 4.60 4.82 -0.82  0.23
H 2.23 1.61 -2.36  0.23
C 2.86 -1.97 -0.14  -0.17
C 2.33 2.54 -1.82  -0.30
O -0.70 2.58 1.80  -0.61
C 3.51 3.17 -1.70  -0.17
H -2.89 -5.90 -0.63  0.24
C 2.49 4.87 -0.35  -0.19
H -3.50 -5.55 1.70  0.22
C 1.24 3.07 -1.23  0.39
F -0.07 -0.19 -1.21  -0.37
C 1.28 4.26 -0.53  -0.29
F 0.04 2.53 -1.50  -0.37
H -3.38 -1.31 1.21  0.22
O -2.12 1.73 0.27  -0.42
F -2.91 -1.36 -1.34  -0.39
H 4.46 2.79 -2.05  0.23
H -3.84 -3.08 2.65  0.23
H 2.13 -1.27 -2.00  0.23
C -3.70 -3.36 1.62  -0.19
In -2.26 1.14 -2.65  0.98
H -2.58 -3.87 -2.11  0.23
H -0.28 -0.21 1.35  0.23
C 3.63 4.37 -0.94  -0.20
C 0.78 -0.86 -0.39  0.39
C 1.53 -1.35 1.78  -0.19
C 2.68 -1.91 1.22  -0.21
H 1.49 -1.25 2.85  0.23
H 3.77 -2.37 -0.58  0.23
H 3.48 -2.27 1.85  0.23
C -3.10 -2.48 -0.56  0.37
H 0.48 4.72 0.04  0.23
C -3.46 -2.28 0.76  -0.28
C -1.92 2.47 1.28  0.91
C 0.54 -0.82 1.01  -0.27
H 2.58 5.81 0.16  0.22
C -2.91 -3.76 -1.08  -0.27
C -3.42 -4.67 1.09  -0.20

Its spin multiplicity is 2. As for the orbital gap (alpha / beta): 7.95 / 4.69 eV. Its charge is +1. The calculated total energy is -39422.0991 eV. Its energy above the lowest of the compared OMol25 structures with the same formula, charge and spin is 7.2 kcal/mol.


(3)
Below is a structure of composition C19H16FeN4O7S at a distorted geometry, with properties calculated with ωB97M-V/def2-TZVPD.

Last column: natural (NBO) charge in e.
Atoms and positions in Å:
C 1.51 -2.16 -1.50  0.20
N 0.72 2.28 -0.47  -0.47
O 0.94 0.89 2.04  -0.77
C 1.89 0.88 3.08  -0.23
C -0.61 -2.68 -0.54  0.63
N 1.98 0.04 -0.91  -0.63
C -2.86 -1.03 2.64  -0.28
O 3.95 1.28 -1.12  -0.66
O -0.90 -3.77 -1.05  -0.65
O -1.84 0.27 -0.94  -0.98
H 4.83 -2.68 -3.38  0.20
C 3.90 -2.54 -2.85  -0.25
C 2.77 1.10 -0.81  0.61
C 1.77 -3.39 -2.09  -0.26
C -2.83 -2.10 0.43  -0.31
C 2.03 2.28 -0.25  0.16
O -3.24 2.21 -0.30  -0.96
H 3.19 -4.53 -3.23  0.20
C 3.63 -1.32 -2.24  -0.23
O -1.60 1.21 1.21  -1.06
C 0.03 3.33 -0.01  0.08
H -1.03 3.34 -0.22  0.23
H 3.78 3.20 0.54  0.24
C 2.98 -3.58 -2.77  -0.23
O -3.77 0.12 0.67  -0.74
C 2.71 3.28 0.43  -0.24
H 1.04 -4.17 -2.02  0.25
H -0.96 -0.93 3.55  0.17
H -0.02 5.17 1.07  0.22
H -3.40 -0.63 3.49  0.20
C -1.48 -2.15 0.55  0.10
H 2.45 5.11 1.51  0.21
C -1.54 -1.17 2.66  0.01
C -3.57 -1.20 1.33  0.01
C 0.60 4.37 0.71  -0.27
H 4.33 -0.50 -2.28  0.25
H 2.68 1.61 2.88  0.17
Fe 0.17 0.04 0.00  1.44
H 0.06 1.18 2.33  0.52
H -3.32 -2.55 -0.43  0.22
N 0.38 -1.83 -0.74  -0.63
C 2.43 -1.14 -1.56  0.08
H 1.42 1.11 4.04  0.18
N -0.79 -1.58 1.56  -0.58
H 2.34 -0.12 3.15  0.19
C 1.97 4.33 0.94  -0.15
H -4.60 -1.51 1.47  0.19
S -2.56 1.03 0.11  2.60

Its spin multiplicity is 2. As for the orbital gap (alpha / beta): 6.14 / 5.48 eV. Its charge is -1. The calculated total energy is -85478.2243 eV.


(4)
Below is a structure of composition C19H16I2PSn, with properties calculated with ωB97M-V/def2-TZVPD.

Last column: natural (NBO) charge in e.
Atoms and positions in Å:
H 3.99 1.19 -1.54  0.27
C -0.83 -0.26 -1.81  -0.51
C 2.30 -0.54 1.50  -0.15
H 4.25 -1.25 1.98  0.27
H 1.01 1.32 3.22  0.25
H 1.55 1.44 -1.21  0.25
H 1.83 -3.44 -5.43  0.26
H 1.83 -1.03 2.35  0.25
I -0.55 -3.56 -4.20  0.37
H -3.51 0.84 -3.61  0.26
C -1.72 -0.08 -2.86  -0.23
H -3.66 -0.13 4.12  0.27
C 0.96 -2.80 -5.49  -0.70
C 3.50 0.69 -0.72  -0.20
C 3.66 -0.67 1.29  -0.18
H -1.55 -0.57 -3.81  0.23
H -4.04 2.02 -1.50  0.27
C -2.65 0.18 3.90  -0.19
C 0.00 0.99 3.42  -0.13
C -1.84 0.69 4.92  -0.02
H -2.54 1.77 0.43  0.25
C -0.52 1.09 4.68  -0.20
C -2.33 1.23 -0.49  -0.13
C 2.14 0.82 -0.54  -0.20
H 5.32 -0.15 0.05  0.27
C -0.82 0.48 2.37  -0.45
I 1.55 -0.83 -4.92  0.36
H -2.77 -0.33 1.83  0.25
C -2.16 0.08 2.62  -0.14
C -3.17 1.39 -1.57  -0.19
H -2.24 0.77 5.92  0.27
C -1.17 0.42 -0.60  -0.45
H 0.55 -2.74 -6.49  0.27
P -0.17 0.38 0.80  1.68
H 0.08 1.49 5.49  0.27
Sn 0.85 -1.75 -2.09  1.06
C 4.25 -0.06 0.19  -0.06
C 1.53 0.20 0.58  -0.47
C -2.86 0.73 -2.75  -0.06

As for the orbital gap: 5.95 eV. Its charge is +3. The calculated total energy is -51254.3622 eV. Its energy above the lowest of the compared OMol25 structures with the same formula, charge and spin is 0.0 kcal/mol.


(5)
Below is a structure of composition C19H16IN3O3PtS, with properties calculated with ωB97M-V/def2-TZVPD.

Last column: natural (NBO) charge in e.
Atoms and positions in Å:
C -2.48 -0.68 -2.50  0.03
C -3.72 -1.05 -3.04  -0.23
C 4.55 1.54 -1.64  -0.64
H 5.61 1.76 -1.53  0.23
C 2.25 -0.16 0.82  -0.15
H 3.99 2.46 -1.81  0.23
N -1.60 -0.09 -3.33  0.00
C -3.06 -0.19 -5.18  -0.26
H -3.26 0.01 -6.22  0.24
H -1.06 0.65 -5.16  0.25
H -0.57 -1.17 2.95  0.23
H -4.98 -1.10 -4.76  0.23
C 3.14 -0.41 1.87  -0.08
H 2.72 -2.87 2.53  0.47
H 1.91 -0.41 3.62  0.19
C -1.38 -0.47 2.77  -0.27
C -2.54 -0.56 3.53  -0.18
H -4.47 0.29 3.90  0.22
C 4.46 -0.03 1.67  -0.02
C 0.79 -0.45 0.93  -0.02
H -4.20 2.07 2.22  0.23
H 0.46 -1.44 1.24  0.23
N 4.90 0.57 0.56  -0.41
H -2.63 -1.33 4.28  0.22
O -0.38 0.31 -2.91  -0.55
C -1.87 0.16 -4.63  0.04
H 5.19 -0.21 2.45  0.19
C 2.69 0.50 -0.32  0.31
C 2.69 -1.02 3.16  -0.09
Pt -0.03 0.12 -0.96  0.97
O 2.09 -2.31 2.98  -0.73
C -3.56 0.35 3.32  -0.21
I -2.10 3.03 0.28  0.17
C -1.23 0.50 1.79  0.17
C -4.01 -0.82 -4.36  -0.15
H -4.44 -1.51 -2.37  0.24
C 4.05 0.85 -0.41  0.18
H 3.52 -1.07 3.86  0.18
O 1.85 0.78 -1.31  -0.73
C -3.42 1.35 2.37  -0.23
H 4.40 0.92 -2.52  0.22
S -2.04 -0.95 -0.86  -0.07
C -2.26 1.44 1.61  -0.19
N 0.01 0.62 1.10  -0.46

As for the orbital gap: 7.38 eV. Its charge is 0. The calculated total energy is -52756.7844 eV. Its energy above the lowest of the compared OMol25 structures with the same formula, charge and spin is 0.0 kcal/mol.


(6)
Below is a structure of composition C19H16N3O3PdS, with properties calculated with ωB97M-V/def2-TZVPD.

Last column: natural (NBO) charge in e.
Atoms and positions in Å:
H 1.82 -3.67 1.04  0.24
C -0.61 -6.04 0.85  -0.24
C -0.17 -3.33 0.40  -0.26
O 1.47 -1.34 0.67  -1.02
N 2.35 1.79 -0.37  -0.44
H -5.11 0.22 0.46  0.21
H 5.77 3.47 0.19  0.20
O -1.55 4.95 -0.47  -0.63
H -0.78 -7.10 1.02  0.20
S 0.05 -1.48 0.14  1.19
H -5.66 2.67 0.46  0.20
Pd 0.13 0.87 0.05  0.22
C 4.81 3.00 0.03  -0.19
C 4.72 1.62 -0.10  -0.27
C 0.64 -5.49 1.08  -0.21
N -2.03 1.46 -0.02  -0.44
H -3.77 4.30 0.11  0.24
N 0.04 3.26 -0.12  -0.74
H -2.63 -5.66 0.23  0.20
C 2.44 3.12 -0.23  0.14
C -3.61 3.23 0.13  -0.22
C -1.43 -3.88 0.19  -0.19
C -4.34 0.97 0.32  -0.27
H 5.59 0.99 -0.04  0.21
C 1.16 3.98 -0.28  0.63
H 1.45 -6.11 1.44  0.20
O 1.33 5.19 -0.44  -0.63
H 1.02 -2.40 -1.82  0.22
C -3.03 0.59 0.15  0.04
C -4.64 2.33 0.32  -0.19
C -1.65 -5.23 0.40  -0.24
C 0.86 -4.13 0.86  -0.24
H 3.66 4.84 0.04  0.24
H -2.25 -3.24 -0.13  0.19
C -2.31 2.77 -0.03  0.14
C -1.19 3.80 -0.22  0.63
C 3.46 1.07 -0.30  0.04
H 3.32 -0.01 -0.38  0.22
C 3.66 3.76 -0.05  -0.23
H -0.75 -2.19 -2.00  0.22
C 0.18 -1.73 -1.64  -0.82
H 0.33 -0.76 -2.11  0.24
H -2.74 -0.46 0.16  0.19

As for the orbital gap (alpha / beta): 5.56 / 5.56 eV. Its charge is -1. The calculated total energy is -44890.9770 eV.